[1]
The following is a DFT calculation (the ωB97M-V functional and the def2-TZVPD basis) of the molecule C21H22N2O4.

Summary:
Kohn-Sham gap   7.6027 eV
Max |F|   0.025 hartree/bohr
Structure (SMILES)   COc1cccc(C(=O)/C=C/c2ccc(N3CCCCC3)c([N+](=O)[O-])c2)c1
ΔE to the lowest compared entry with this formula, charge and spin   130.1 kcal/mol

```
49
Properties=species:S:1:pos:R:3:forces:R:3:nbo_charge:R:1
C -5.98581 -3.27644 -1.04872 -0.13 -0.18 0.02 -0.252
O -5.15352 -2.15009 -1.18654 0.17 0.28 -0.01 -0.493
C -5.36068 -1.08155 -0.36936 -0.01 0.12 0.08 0.293
C -6.34293 -1.00557 0.61290 0.03 -0.30 -0.22 -0.297
C -6.46687 0.14604 1.37514 0.06 0.15 0.01 -0.188
C -5.62466 1.22014 1.17650 0.06 0.06 0.03 -0.194
C -4.62026 1.14267 0.21222 -0.45 -0.26 0.06 -0.145
C -3.73552 2.32216 0.00694 -0.05 0.15 0.04 0.526
O -4.16965 3.45760 0.08094 0.07 -0.20 -0.02 -0.534
C -2.31489 2.07353 -0.26839 0.43 -0.13 0.03 -0.309
C -1.65719 0.96183 0.09417 -0.55 0.38 -0.05 -0.134
C -0.24845 0.69589 -0.09018 0.72 -0.25 -0.03 -0.064
C 0.64629 1.60000 -0.69224 -0.13 -0.22 0.10 -0.137
C 1.98021 1.31935 -0.81257 0.02 -0.02 -0.06 -0.270
C 2.53866 0.11069 -0.34042 -0.42 -0.30 0.18 0.240
N 3.87853 -0.08005 -0.31320 0.10 0.02 -0.06 -0.408
C 4.55845 -0.81150 0.72952 0.20 0.00 0.44 -0.202
C 5.58190 0.09999 1.41764 0.06 -0.19 -0.15 -0.406
C 6.55559 0.70518 0.41337 -0.18 0.23 0.15 -0.399
C 5.76987 1.45229 -0.65903 0.09 -0.25 -0.12 -0.407
C 4.77258 0.48692 -1.29645 0.13 0.38 -0.16 -0.208
C 1.61437 -0.84225 0.15664 -0.22 1.24 -0.29 -0.004
N 1.96867 -2.21064 0.36206 0.24 -0.82 -0.03 0.513
O 2.89934 -2.66556 -0.28234 -0.08 -0.12 -0.02 -0.390
O 1.28306 -2.87122 1.12094 -0.01 -0.11 0.15 -0.389
C 0.26901 -0.52829 0.31210 -0.10 0.19 -0.05 -0.164
C -4.49870 -0.00175 -0.56156 -0.11 -0.05 0.01 -0.195
H -7.03392 -3.02877 -1.24510 0.04 -0.01 0.02 0.177
H -5.63947 -3.99035 -1.79422 -0.06 0.02 0.07 0.202
H -5.89683 -3.72312 -0.05320 -0.02 0.03 -0.03 0.176
H -7.01970 -1.82718 0.78677 -0.04 -0.09 -0.01 0.220
H -7.23927 0.19808 2.12810 -0.05 0.00 0.07 0.216
H -5.72247 2.12249 1.75961 -0.02 0.09 0.04 0.229
H -1.80101 2.91563 -0.71073 0.06 0.07 -0.05 0.214
H -2.20474 0.17144 0.59191 -0.09 -0.04 0.00 0.216
H 0.28216 2.55211 -1.04427 -0.01 0.13 -0.05 0.216
H 2.63285 2.06790 -1.23323 0.09 0.06 0.01 0.220
H 3.84207 -1.14181 1.48222 0.05 -0.04 -0.12 0.210
H 5.05002 -1.69664 0.30888 -0.05 0.01 0.08 0.205
H 6.11882 -0.48192 2.16740 -0.01 -0.01 0.07 0.215
H 5.04724 0.90323 1.93036 -0.02 0.00 0.06 0.200
H 7.24524 1.38088 0.92146 0.07 -0.05 -0.02 0.214
H 7.14285 -0.08887 -0.05276 0.09 -0.03 -0.03 0.197
H 6.43920 1.84580 -1.42478 0.00 0.06 -0.04 0.213
H 5.23411 2.28998 -0.20774 -0.03 0.07 -0.02 0.200
H 4.19736 0.97038 -2.08509 0.03 -0.10 0.01 0.213
H 5.32773 -0.34524 -1.74959 -0.03 0.05 -0.09 0.195
H -0.38090 -1.29052 0.71740 -0.03 -0.01 0.02 0.244
H -3.75877 -0.07287 -1.34350 0.09 -0.02 -0.06 0.225
```
Positions in Å, forces in eV/Å.

[2]
The following is a DFT calculation (the ωB97M-V functional and the def2-TZVPD basis) of the molecule C7H14N2.

Summary:
Kohn-Sham gap   8.1978 eV
Max |F|   0.009 hartree/bohr
Structure (SMILES)   C=C[C@@H](C)/C(N)=C(\C)N
ΔE to the lowest compared entry with this formula, charge and spin   26.9 kcal/mol

```
23
Properties=species:S:1:pos:R:3:forces:R:3:nbo_charge:R:1
C -2.26862 0.68553 -0.90290 -0.43 -0.04 0.06 -0.422
C -1.27014 1.37881 -0.39314 0.10 0.36 0.01 -0.143
C -0.37386 0.99923 0.75194 0.06 -0.43 0.11 -0.284
C -1.02839 0.18002 1.87025 -0.05 0.07 -0.22 -0.598
C 0.87006 0.41324 0.08771 -0.02 0.26 0.28 0.101
N 1.84830 1.42579 -0.07515 0.24 -0.06 -0.11 -0.826
C 0.99723 -0.78712 -0.48155 0.08 -0.36 0.14 0.118
C -0.04632 -1.86354 -0.53671 0.06 0.34 -0.14 -0.639
N 2.15268 -1.13996 -1.22685 0.11 0.04 0.00 -0.825
H -2.62258 -0.23939 -0.47972 -0.03 -0.19 0.17 0.183
H -2.81135 1.03495 -1.76536 0.00 0.10 -0.19 0.201
H -0.96166 2.29252 -0.88486 -0.02 0.09 -0.15 0.204
H -0.03255 1.93348 1.21541 -0.04 -0.13 -0.07 0.209
H -1.69598 -0.59750 1.49910 0.05 0.05 0.07 0.199
H -1.62703 0.84523 2.49246 -0.04 -0.03 0.03 0.213
H -0.26728 -0.28817 2.49198 0.02 -0.03 0.04 0.215
H 2.66653 1.13487 -0.58939 0.00 0.19 0.08 0.361
H 2.10029 1.87938 0.79546 0.06 -0.07 -0.14 0.366
H -0.48671 -1.89009 -1.53555 -0.08 -0.07 -0.05 0.220
H 0.40656 -2.83762 -0.34485 0.01 -0.05 0.04 0.203
H -0.83696 -1.70839 0.18152 -0.09 -0.04 0.03 0.220
H 2.27996 -2.14322 -1.26924 0.04 0.13 0.02 0.368
H 3.00787 -0.70811 -0.90058 -0.03 -0.12 0.00 0.357
```
Positions in Å, forces in eV/Å.

[3]
The following is a DFT calculation (the ωB97M-V functional and the def2-TZVPD basis) of a structure of composition C19H33Cl2IrN4O4.

Summary:
Kohn-Sham gap (spin up / spin down)   6.1783 / 7.2331 eV
Max |F|   0.102 hartree/bohr
ΔE to the lowest compared entry with this formula, charge and spin   0.0 kcal/mol
Spin multiplicity   5

```
63
Properties=species:S:1:pos:R:3:forces:R:3:nbo_charge:R:1
O -0.24419 0.28419 -1.47304 0.14 -0.42 -1.78 -0.707
C 0.54541 -0.61284 -2.21193 -1.31 2.93 -4.17 0.002
C -0.12549 -0.31109 -3.65669 0.59 -0.84 0.06 0.100
C -1.49084 -0.03008 -3.85604 0.34 -0.20 -0.63 -0.252
H -2.21750 -0.29385 -3.10400 0.02 0.24 0.37 0.228
C -1.94756 0.47874 -5.08215 0.03 -0.02 -0.34 -0.210
H -3.01961 0.68744 -5.24193 0.59 -0.23 0.27 0.204
C -1.06846 0.72453 -6.15360 0.66 -0.23 0.63 -0.236
H -1.44206 1.10077 -7.11953 0.26 -0.13 0.63 0.211
C 0.29987 0.42968 -5.96092 -0.81 -0.23 0.36 -0.217
H 1.01036 0.61348 -6.76288 -0.08 -0.13 0.11 0.207
C 0.74109 -0.11929 -4.73702 -0.84 0.25 -0.62 -0.244
H 1.76051 -0.45546 -4.65068 0.37 0.25 0.11 0.204
H 1.53659 -0.18444 -2.37226 0.00 0.35 0.18 0.196
C -0.25506 -3.00260 -1.78230 -0.02 0.01 0.50 -0.661
C 0.78909 -1.91819 -1.62647 1.55 -2.06 1.23 -0.094
H -0.15202 -3.84440 -1.08140 0.23 0.25 -0.24 0.219
H -0.17141 -3.37066 -2.81289 -0.08 -0.06 0.16 0.221
H -1.26452 -2.60829 -1.63432 0.19 0.00 -0.16 0.246
C 2.06182 -2.04856 -1.09841 -1.12 -0.17 -1.29 -0.099
C 2.69873 -3.16900 -0.34127 0.48 -0.65 0.29 -0.674
H 2.80136 -1.29543 -1.44518 -0.78 -0.36 0.73 0.216
H 3.11593 -3.87502 -1.06673 0.07 -0.05 -0.10 0.223
H 2.09575 -3.80055 0.33908 -0.12 0.70 -0.36 0.227
H 3.58421 -2.80607 0.22197 -0.63 -0.06 -0.19 0.219
Ir -0.05669 -0.13729 0.37651 0.57 -1.92 2.28 1.575
Cl -2.28777 -0.94505 -0.02522 -1.79 -0.45 -0.42 -0.669
Cl 2.06108 0.75931 -0.06232 2.37 0.96 0.05 -0.625
H -3.68857 3.63866 -1.45365 0.33 -0.06 -0.03 0.199
H -4.96762 2.88930 0.08862 0.07 -0.06 0.18 0.205
C -2.79309 3.02854 -1.28233 -0.16 -0.15 0.06 -0.413
C -4.28300 2.15176 0.51524 -0.68 -0.09 0.12 -0.410
N -2.94065 2.44940 0.05259 0.35 -0.55 0.73 -0.394
H -1.90425 3.65582 -1.31000 0.01 -0.14 -0.08 0.232
C -1.92110 1.90728 0.72728 1.02 0.70 -1.31 0.553
O -0.73650 1.87092 0.26973 -2.04 1.87 1.13 -0.682
H -4.35135 2.20566 1.60782 0.13 0.04 -0.22 0.209
H -2.10419 1.51100 1.72586 -0.45 -0.06 -0.01 0.171
H -2.73788 2.25718 -2.06128 0.14 0.09 0.22 0.231
H -4.63281 1.15065 0.21061 0.33 0.28 -0.05 0.220
H 3.86277 0.38077 4.20484 -0.01 -0.14 -0.15 0.196
H 3.66572 3.36916 3.39868 0.03 -0.18 -0.09 0.195
C 3.62165 0.35478 3.13452 -0.38 0.10 0.30 -0.415
C 3.56884 2.73860 2.50439 -0.34 0.58 0.05 -0.406
N 2.81328 1.52289 2.79035 -0.34 0.02 -0.23 -0.414
H 3.08188 -0.56277 2.89674 -0.01 0.14 -0.01 0.236
C 1.51886 1.47259 2.41486 -0.35 0.00 -0.07 0.578
O 0.72158 0.50366 2.53229 1.27 1.19 0.49 -0.732
H 3.05967 3.33946 1.73153 0.22 -0.38 0.24 0.225
H 1.16039 2.43033 1.95680 0.27 -0.65 0.47 0.164
H 4.56072 0.38959 2.57236 -0.26 -0.06 -0.01 0.209
H 4.57650 2.49620 2.15688 -0.25 -0.08 -0.07 0.210
C 0.58364 -1.77420 4.88950 0.72 -0.22 0.37 -0.404
N -0.73880 -1.56227 4.38765 -0.74 0.02 -0.49 -0.615
C -1.12324 -1.60939 3.08110 1.00 0.11 -1.08 0.809
N -2.40773 -1.20670 2.84944 -0.38 -0.27 0.61 -0.863
O -0.35259 -1.91115 2.12752 -0.69 0.17 1.63 -0.711
H 1.34850 -1.17084 4.39019 -0.32 -0.03 -0.10 0.215
H 0.88307 -2.82623 4.83776 -0.07 0.11 -0.09 0.198
H 0.56799 -1.49310 5.94606 0.09 -0.06 -0.13 0.200
H -1.41673 -1.16832 5.02038 0.16 -0.08 -0.07 0.386
H -2.76181 -1.40482 1.91798 0.18 0.11 -0.04 0.433
H -3.09175 -1.27439 3.58932 0.25 -0.01 0.05 0.376
```
Positions in Å, forces in eV/Å.

[4]
The following is a DFT calculation (the ωB97M-V functional and the def2-TZVPD basis) of the molecule CH5FNO2PS.

Summary:
Kohn-Sham gap   10.6980 eV
Max |F|   0.033 hartree/bohr
ΔE to the lowest compared entry with this formula, charge and spin   0.0 kcal/mol

```
12
Properties=species:S:1:pos:R:3:forces:R:3:nbo_charge:R:1
C 0.53202 1.34968 1.06884 -0.52 0.76 -0.39 -0.289
N 0.06065 -1.35528 -0.60671 -0.32 -0.06 0.80 -1.201
O -1.27776 -0.80023 1.36531 -0.87 0.16 0.55 -0.944
O 1.06345 0.07090 1.32536 0.00 -1.38 0.30 -0.713
F -0.32311 0.62001 -2.16216 -0.55 -0.23 0.36 -0.604
P -1.18864 -0.60838 -1.45901 0.65 0.60 -0.86 1.144
S 0.07096 -1.22765 1.11541 1.39 0.32 -0.92 1.703
H 0.80409 1.67532 0.06168 -0.02 -0.02 0.07 0.193
H 0.94113 2.04120 1.80459 0.00 -0.11 -0.02 0.200
H -0.55892 1.31997 1.16061 0.15 0.19 0.01 0.207
H 0.90328 -1.67115 -1.06318 0.13 -0.06 0.10 0.415
H -1.02715 -1.41439 -2.61076 -0.05 -0.18 0.01 -0.110
```
Positions in Å, forces in eV/Å.

Question: The highest max |F| belongs to which entry?
Answer: C19H33Cl2IrN4O4

Question: Which of these has the highest max |F|?
Answer: C19H33Cl2IrN4O4